# 1
C4H6FN2 | the ωB97M-V functional and the def2-TZVPD basis

Output
Kohn-Sham gap (alpha / beta), eV: 6.634 / 6.636
F_max, eV/A: 5.94
Relative energy (zero: lowest compared OMol25 entry of this formula, charge and spin), kJ/mol: 290.6
Total charge: +1

Last column: Mulliken charge in e.
Cartesian coordinates (Å):
F: -1.459 -0.383 2.898  -0.07
H: -0.827 -2.210 2.035  0.28
C: 0.798 0.322 -1.653  -0.30
C: -0.212 1.394 -0.041  -0.24
C: -1.509 -1.318 1.991  0.22
N: 0.423 1.554 -1.209  -0.10
N: -0.260 0.101 0.146  -0.22
H: 0.404 -1.626 -1.145  0.35
H: 0.795 2.453 -1.579  0.28
H: -0.379 2.152 0.752  0.34
H: 1.434 0.158 -2.479  0.39
C: 0.337 -0.607 -0.805  -0.24
H: -2.493 -1.510 1.502  0.30

---

# 2
C32H29F6NP3Sn | the ωB97M-V functional and the def2-TZVPD basis

Output
Kohn-Sham gap (alpha / beta), eV: 7.434 / 5.068
Multiplicity: 2
F_max, eV/A: 1.76
Total charge: +2

Last column: Mulliken charge in e.
Cartesian coordinates (Å):
C: 1.030 2.268 -4.093  -0.74
C: -2.335 -5.550 0.302  -0.77
H: -2.457 -1.951 1.698  0.34
C: -3.153 0.225 -5.965  -0.94
F: 3.800 1.331 -0.242  -0.32
H: -3.563 -1.924 -1.921  0.72
C: -2.824 1.313 -1.718  -1.26
C: -1.910 -3.201 0.030  1.18
C: -4.478 -0.130 -6.180  -0.51
C: -2.909 5.167 1.799  -0.58
H: -3.307 5.960 2.412  0.43
H: -1.609 0.557 -4.523  0.48
Sn: 0.728 -0.199 0.587  0.97
C: -2.875 -5.310 1.557  -0.53
C: -2.434 -2.966 1.305  -0.60
H: -1.439 -4.703 -1.440  0.40
F: 3.110 -0.957 -2.287  -0.22
C: -1.579 3.185 1.569  -0.40
C: -4.767 -0.474 -3.822  -0.09
H: -1.842 4.243 3.409  0.44
C: -0.585 -2.518 -2.391  1.12
F: 5.108 -0.302 -1.281  -0.25
H: 1.906 4.054 -4.891  0.45
H: 0.995 5.515 -3.125  0.46
P: -1.204 1.755 -0.767  0.97
C: -2.709 4.108 -0.347  -0.12
H: -1.056 -3.676 -5.522  0.48
H: -3.851 5.871 0.008  0.44
H: -3.577 1.474 -0.932  0.54
C: 0.234 1.738 -3.101  -0.56
H: -3.257 -6.130 2.145  0.42
H: -2.277 -2.552 -3.732  0.51
C: 1.291 3.635 -4.111  -0.77
P: 3.648 0.198 -1.337  1.33
F: 3.759 1.212 -2.527  -0.32
H: -6.321 -0.710 -5.258  0.46
H: -0.380 4.580 -1.333  0.50
H: -2.288 -6.557 -0.084  0.45
H: -5.407 -0.704 -2.984  0.53
H: 1.313 -4.289 -5.237  0.44
C: -1.858 -4.504 -0.465  -0.44
H: -3.337 -3.830 3.040  0.44
C: -2.087 4.201 2.359  -0.68
C: -3.443 -0.075 -3.602  -0.42
H: -4.884 -0.140 -7.180  0.46
C: -0.546 -3.444 -4.601  -0.80
F: 1.845 0.652 -1.244  -0.31
N: -2.987 0.028 -2.272  0.87
C: -5.282 -0.466 -5.101  -0.88
H: -3.540 -0.868 -0.468  0.60
C: -2.921 -4.014 2.061  -0.77
H: 2.474 -3.780 -3.114  0.49
C: 0.755 -2.876 -2.228  -0.51
C: -0.288 2.566 -2.102  0.97
C: -1.239 -2.809 -3.584  -0.18
C: 1.438 -3.511 -3.246  -0.82
C: -2.638 0.278 -4.684  0.24
H: -2.517 0.454 -6.806  0.50
C: -0.010 3.934 -2.114  -0.68
H: -2.938 2.059 -2.508  0.63
H: 0.069 0.666 -3.035  0.43
H: 1.465 1.623 -4.840  0.55
C: -1.887 3.127 0.211  0.46
H: -2.950 4.091 -1.399  0.37
C: 0.777 4.459 -3.121  -0.79
P: -1.316 -1.761 -0.912  0.24
C: 0.786 -3.794 -4.437  -0.70
F: 3.165 -0.817 -0.041  -0.41
C: -3.052 -1.095 -1.424  -1.46
C: -3.217 5.119 0.448  -0.83
H: -0.930 2.420 2.003  0.11
H: 1.258 -2.655 -1.282  0.23

---

# 3
C31H26BF2N4O2PTi | the ωB97M-V functional and the def2-TZVPD basis

Output
Kohn-Sham gap, eV: 7.457
F_max, eV/A: 1.19
Total charge: +2

Last column: Mulliken charge in e.
Cartesian coordinates (Å):
C: -3.057 -0.042 0.619  -0.13
H: -3.710 0.396 5.104  0.45
H: 4.493 -2.273 2.655  0.47
H: 0.737 -0.381 -4.372  0.56
C: 3.179 0.836 2.931  -0.80
C: -1.356 -3.260 1.147  -0.74
C: -3.004 0.161 4.320  -0.89
H: -1.477 2.262 -6.901  0.47
H: -4.001 -0.011 -1.521  0.37
H: -0.941 3.841 -0.107  0.66
C: 3.510 2.152 -0.527  -1.05
H: 0.201 -0.813 3.873  0.56
H: 2.808 0.339 -1.439  0.62
C: -0.658 -5.298 0.072  -0.78
H: -2.068 -2.738 1.773  0.38
H: 1.416 4.452 0.814  0.56
H: -2.458 -5.093 1.222  0.47
B: -0.354 -1.565 -2.311  0.48
C: 0.845 2.625 -0.128  0.92
P: 0.050 -0.836 0.986  2.14
H: -0.831 -6.341 -0.160  0.44
F: -0.465 -2.572 -3.097  -0.07
H: 4.553 1.938 -0.711  0.50
C: -1.173 -0.424 2.277  -0.17
C: -1.574 -4.596 0.843  -0.74
C: -0.216 -2.611 0.673  1.13
C: -1.326 2.030 -3.552  0.73
N: 1.236 1.495 -0.758  0.62
H: 1.210 -5.211 -0.982  0.47
C: 0.037 0.432 -4.508  -0.04
C: 3.789 -1.459 2.549  -0.77
C: 1.964 0.616 2.309  -0.12
H: 5.051 -0.031 3.527  0.44
H: -1.402 -0.308 5.661  0.49
H: -4.139 0.059 0.539  0.52
C: 2.544 1.262 -0.942  -0.30
Ti: -0.471 0.305 -1.311  -1.04
C: 1.761 3.549 0.328  -1.07
C: 2.565 -1.688 1.930  -0.70
C: -3.396 0.225 2.990  -1.12
C: -0.293 0.868 -5.776  -1.06
H: 3.848 4.038 0.444  0.48
C: -0.804 -0.513 3.611  -0.69
C: 1.651 -0.648 1.799  0.13
C: -1.624 2.779 -2.280  -0.06
N: -0.476 0.992 -3.402  0.58
H: -2.386 3.356 -4.821  0.54
C: -0.659 2.791 -0.043  -1.37
N: -1.209 2.055 -1.184  0.57
H: -1.033 2.400 0.908  0.11
O: -3.047 -0.129 -1.662  -0.39
H: 0.161 0.394 -6.636  0.45
C: -2.497 -0.062 1.970  0.70
C: 0.485 -4.664 -0.393  -0.81
H: 1.242 1.422 2.254  0.64
H: 1.610 -2.853 -0.461  0.45
C: -1.716 2.508 -4.779  -0.94
C: 3.112 3.314 0.118  -0.35
H: 2.328 -2.683 1.581  0.59
C: -1.198 1.907 -5.918  -0.28
C: 4.099 -0.201 3.042  -0.74
C: 0.704 -3.326 -0.103  -0.49
C: -1.713 -0.223 4.628  -0.80
F: 0.970 -1.006 -2.061  -0.01
O: -2.034 3.910 -2.280  -0.61
N: -2.383 -0.155 -0.451  0.45
H: -4.415 0.498 2.743  0.48
H: 3.408 1.813 3.338  0.49

---

# 4
C28H27CdF6N8O7PS2 | the ωB97M-V functional and the def2-TZVPD basis

Output
Kohn-Sham gap, eV: 8.042
F_max, eV/A: 4.74
Relative energy (zero: lowest compared OMol25 entry of this formula, charge and spin), kJ/mol: 154.3
Total charge: 0

Last column: Mulliken charge in e.
Cartesian coordinates (Å):
H: 4.930 -11.366 -6.080  0.41
H: 6.085 -16.319 -8.242  0.82
H: 11.000 -17.789 -7.029  0.29
H: 10.150 -18.575 -1.235  0.42
H: 7.674 -17.463 -1.795  0.44
H: 10.027 -22.958 -5.077  0.24
F: 1.304 -20.204 -4.476  -0.21
Cd: 5.525 -18.801 -5.871  3.85
H: 4.962 -11.024 -7.845  0.46
H: 10.277 -22.288 -6.727  0.36
C: 4.987 -11.803 -7.088  -1.61
O: 4.456 -18.482 -1.751  -0.78
N: 9.152 -17.404 -7.809  0.42
H: 11.978 -19.113 -2.704  0.32
C: 7.682 -10.882 -6.538  -0.24
H: 8.481 -15.978 -9.381  0.59
N: 4.916 -16.558 -4.697  0.03
H: 11.832 -19.377 -4.526  0.28
F: 4.764 -17.411 -10.459  -0.24
O: 4.048 -17.584 -7.468  -0.76
H: 3.663 -13.390 -4.731  0.27
H: 10.774 -18.164 -8.823  0.31
S: 2.393 -20.246 -6.927  0.82
C: 10.094 -11.047 -6.661  -0.46
S: 3.121 -18.050 -8.532  1.20
C: 9.566 -18.610 -2.148  -0.50
C: 3.653 -16.161 -2.786  -0.67
C: 4.599 -15.290 -5.150  -0.04
H: 4.975 -15.023 -6.177  0.00
C: 6.187 -12.737 -7.342  0.90
O: 1.907 -21.593 -7.140  -0.64
C: 9.950 -12.363 -7.068  -0.37
C: 7.960 -21.009 -6.150  -0.27
F: 1.963 -18.184 -5.195  -0.16
O: 5.172 -19.372 -3.701  -0.71
N: 2.206 -19.326 -8.240  -0.61
C: 8.318 -18.099 -2.432  -0.53
C: 6.999 -16.810 -7.969  -0.41
H: 4.105 -12.468 -7.143  0.37
N: 8.288 -22.367 -6.181  0.16
H: 8.615 -13.830 -7.852  0.43
H: 2.657 -14.273 -2.593  0.44
C: 11.415 -19.658 -3.531  -0.80
C: 1.387 -19.381 -5.551  0.66
C: 8.711 -12.897 -7.357  -0.24
C: 3.319 -14.877 -3.182  -0.65
N: 6.640 -20.784 -6.290  0.10
C: 4.256 -18.597 -9.952  0.57
H: 11.441 -20.763 -3.322  0.26
O: 6.070 -13.897 -7.825  -0.49
C: 10.586 -17.491 -7.987  -0.79
N: 7.048 -17.862 -7.047  -0.22
H: 6.776 -10.376 -6.195  0.27
H: 9.673 -23.912 -6.563  0.36
C: 9.612 -22.927 -6.140  -0.89
H: 11.045 -10.569 -6.683  0.43
H: 4.991 -22.187 -6.061  0.41
C: 6.072 -22.109 -6.224  -0.68
C: 7.528 -12.128 -7.114  0.27
N: 7.973 -18.328 -3.757  -0.06
F: 3.522 -19.156 -10.919  -0.22
N: 10.038 -19.229 -3.337  0.23
C: 7.042 -23.068 -6.219  -0.53
H: 3.402 -16.567 -1.781  0.45
C: 8.215 -16.633 -8.562  -1.57
C: 9.056 -19.017 -4.234  0.01
F: 5.356 -19.376 -9.630  -0.21
C: 8.964 -10.338 -6.334  -0.68
C: 4.443 -17.070 -3.535  0.36
C: 8.422 -18.195 -6.943  -0.27
H: 6.974 -24.125 -6.169  0.49
F: 0.146 -19.128 -6.009  -0.23
P: 9.050 -19.650 -5.965  -0.32
H: 10.859 -12.943 -7.415  0.25
C: 3.833 -14.429 -4.403  -0.30
H: 9.053 -9.351 -5.861  0.35
C: 4.756 -18.426 -2.974  0.30
H: 11.008 -16.500 -8.309  0.28
O: 2.355 -17.016 -9.215  -0.67
O: 3.717 -20.171 -6.295  -0.87

---

# 5
C31H24N2OPtS2 | the ωB97M-V functional and the def2-TZVPD basis

Output
Kohn-Sham gap, eV: 3.559
F_max, eV/A: 1.61
Relative energy (zero: lowest compared OMol25 entry of this formula, charge and spin), kJ/mol: 0.0
Total charge: -2

Last column: Mulliken charge in e.
Cartesian coordinates (Å):
C: 0.556 0.302 3.892  0.22
C: -3.474 -0.492 -2.740  -0.49
C: -0.523 -3.166 0.812  -0.27
C: 3.650 -2.929 -4.011  -0.40
C: -0.689 -1.003 -2.496  0.12
O: 1.018 2.750 -0.140  -0.67
H: 3.633 -4.537 -5.460  0.33
C: -2.728 -0.903 -3.839  -0.49
C: 1.872 0.071 -0.365  -1.27
C: 2.898 -2.098 -3.207  -0.74
C: 0.886 -3.171 -3.990  -0.52
H: -0.968 -0.372 -0.458  0.66
C: 0.777 3.949 0.257  0.55
H: 1.223 -3.518 3.691  0.24
H: -2.119 4.223 3.032  0.38
C: -0.734 -2.146 4.955  -1.11
C: 1.130 4.991 -0.638  -0.46
H: -0.268 -2.852 5.638  0.40
H: 1.160 -4.755 -5.394  0.33
H: -3.370 0.085 -0.674  0.40
C: -0.235 3.349 2.515  1.16
H: 0.008 7.693 1.049  0.35
C: 0.133 4.302 1.494  0.03
H: -0.183 -3.330 -3.945  0.47
N: 0.322 2.165 2.628  0.28
C: -1.263 3.772 3.538  -1.46
S: 1.666 -0.404 2.745  -0.40
C: 1.477 -2.157 -3.188  0.74
C: -1.629 -2.497 1.314  -0.71
H: 1.382 -4.029 1.291  0.36
H: -1.735 -1.884 5.285  0.39
C: 0.496 -3.542 1.677  -0.39
S: 0.278 -0.547 5.390  -0.20
H: -3.219 -1.033 -4.800  0.34
C: 1.653 -4.000 -4.788  -0.64
C: 3.041 -3.885 -4.826  -0.51
Pt: 1.313 1.189 1.156  0.34
N: -0.004 1.459 3.751  -0.86
C: 0.229 6.655 0.826  -0.74
H: -0.438 -3.358 -0.250  0.34
H: 1.603 4.686 -1.562  0.42
H: -1.584 2.907 4.107  0.41
C: -0.686 -2.556 3.540  0.63
H: -0.804 -1.378 -4.620  0.61
C: -0.139 5.667 1.711  -0.79
H: -2.550 -1.622 3.041  0.30
H: 4.732 -2.831 -4.017  0.33
C: 0.408 -3.254 3.026  -0.38
C: -2.813 -0.279 -1.532  -0.86
H: 1.199 7.083 -1.055  0.35
H: -0.620 5.974 2.631  0.24
C: -1.460 -0.530 -1.409  -0.42
C: 0.738 -1.265 -2.349  -0.15
H: 3.375 -1.368 -2.564  0.28
C: -1.367 -1.134 -3.729  -0.53
C: -1.703 -2.183 2.661  -0.26
H: -0.849 4.501 4.238  0.31
H: -4.540 -0.314 -2.832  0.33
C: 1.382 -0.566 -1.296  0.88
C: 0.882 6.313 -0.361  -0.32
H: -2.426 -2.199 0.645  0.50

---

# 6
C2HCuO3 | the ωB97M-V functional and the def2-TZVPD basis

Output
Kohn-Sham gap (alpha / beta), eV: 9.530 / 6.535
Multiplicity: 2
F_max, eV/A: 6.40
Relative energy (zero: lowest compared OMol25 entry of this formula, charge and spin), kJ/mol: 917.0
Total charge: +1

Last column: Mulliken charge in e.
Cartesian coordinates (Å):
O: 1.149 -0.497 -0.974  -0.50
H: -1.116 1.343 -0.638  0.38
O: 0.680 -0.903 0.360  -0.04
C: -1.590 -0.589 0.479  -0.20
O: -1.412 1.072 0.243  -0.25
Cu: 2.694 -0.180 -0.207  0.91
C: -0.404 -0.245 0.738  0.70